No. 1
{"formula": "C51H44N5O7Sc", "method": "the ωB97M-V functional and the def2-TZVPD basis", "homo_energy_ev": -2.32, "total_energy_ev": -96073.6030, "orbital_gap_ev": 6.537, "total_charge": -2, "multiplicity": 1, "symbols": ["Sc", "O", "C", "C", "C", "C", "C", "C", "C", "O", "N", "N", "C", "C", "C", "C", "C", "C", "C", "O", "H", "H", "H", "H", "H", "H", "H", "H", "H", "H", "O", "C", "C", "C", "C", "C", "C", "C", "C", "C", "O", "C", "C", "C", "C", "C", "C", "C", "C", "C", "C", "C", "C", "N", "C", "C", "C", "C", "C", "C", "C", "C", "C", "C", "C", "C", "H", "H", "H", "H", "H", "H", "H", "H", "H", "H", "H", "H", "H", "H", "H", "H", "H", "H", "H", "H", "H", "H", "H", "H", "H", "H", "H", "C", "C", "N", "O", "C", "C", "N", "O", "H", "H", "H", "H", "H", "H", "H"], "xyz": [[-0.2919, -0.0044, -0.0673], [1.2770, 0.9196, -5.6028], [1.5716, -0.4031, -5.4033], [2.3496, -1.0881, -6.2501], [2.5466, -2.4758, -6.1352], [2.0002, -3.2074, -5.0837], [1.3050, -2.3714, -4.1253], [1.0098, -1.0954, -4.2975], [0.3962, -0.3780, -3.2114], [0.4216, -0.8765, -2.0277], [0.0193, 0.8854, -3.4521], [-0.3254, 1.5402, -2.2740], [-0.7701, 2.7558, -2.4189], [-1.0799, 3.6402, -1.3662], [-1.4047, 4.9353, -1.6533], [-1.8274, 5.8367, -0.6602], [-1.9711, 5.4352, 0.6720], [-1.6510, 4.0870, 0.9373], [-1.1291, 3.1793, -0.0003], [-0.8023, 1.9986, 0.3154], [0.6728, 1.1929, -4.7788], [2.9264, -0.4496, -7.0240], [3.3772, -2.9749, -6.8675], [2.2075, -4.3652, -5.0169], [0.9944, -2.9427, -3.2149], [-0.8105, 3.2181, -3.5419], [-1.5004, 5.1018, -2.7960], [-1.9484, 6.9932, -0.9838], [-2.2985, 6.0705, 1.4589], [-1.9240, 3.6993, 1.9042], [1.7020, 0.1613, 0.3739], [2.8975, -0.4974, 0.1725], [2.7677, -1.9562, -0.0755], [1.8583, -2.7518, 0.8478], [2.4372, -3.3902, 1.9947], [1.7079, -3.9290, 2.9319], [0.3744, -3.8994, 2.8868], [-0.2175, -3.1486, 1.8435], [-1.6093, -2.8201, 1.8247], [-1.8272, -1.3302, 2.4418], [-0.8317, -0.4526, 2.0008], [-1.6871, -1.2696, 3.9712], [-2.1379, -2.4008, 4.8627], [-1.9205, -2.3582, 6.2436], [-1.0487, -1.4224, 6.7828], [-0.4730, -0.5416, 5.9011], [-0.7850, -0.5063, 4.6123], [-3.1071, -0.6634, 2.2107], [-3.3084, 0.6784, 2.5723], [-4.5518, 1.2020, 2.4138], [-5.7488, 0.5018, 2.2658], [-5.5731, -0.8641, 2.0049], [-4.3024, -1.3835, 1.8523], [0.5209, -2.4761, 0.9223], [3.5507, 0.1818, -1.0122], [3.8418, 1.5250, -0.9479], [4.3595, 2.2456, -2.0188], [4.7400, 1.5711, -3.1556], [4.5669, 0.1528, -3.1948], [3.9594, -0.5081, -2.2090], [3.8496, -0.2586, 1.4836], [5.2872, -0.0422, 1.3126], [6.1141, 0.3156, 2.3675], [5.6230, 0.5116, 3.6544], [4.2935, 0.3182, 3.8063], [3.3518, -0.0609, 2.8223], [2.0478, -2.0532, -1.1786], [3.6801, -2.6126, 0.5097], [3.8777, -3.1021, 1.9260], [2.5942, -4.1909, 4.1198], [-0.3303, -3.8649, 3.8183], [-1.9802, -2.7651, 0.4509], [-2.4478, -3.4410, 2.2501], [-2.9089, -3.2838, 4.1501], [-2.5732, -3.0704, 6.7378], [-0.9407, -1.4682, 8.0110], [0.0622, 0.1973, 6.5428], [-0.0784, 0.0086, 3.9307], [-2.3952, 1.3062, 2.5357], [-4.6715, 2.2318, 2.5139], [-6.6608, 0.9479, 2.1466], [-6.3361, -1.6015, 1.6222], [-4.0585, -2.3582, 1.5409], [3.6494, 1.9959, -0.1127], [4.5862, 3.2219, -1.9967], [4.9580, 2.0992, -4.0840], [4.6333, -0.4309, -4.0351], [3.4436, -1.3379, -2.6671], [5.7913, -0.1113, 0.4287], [7.1778, 0.3966, 2.2037], [6.2436, 0.7600, 4.4588], [3.7747, 0.3723, 4.7797], [2.3282, -0.2540, 3.0274], [-4.2540, 2.0923, -1.1881], [-3.9698, 1.3657, -2.4730], [-4.2638, 1.8000, -3.6314], [-4.8243, 3.1458, -3.5045], [-3.2541, 0.1171, -2.3724], [-3.0831, -0.7974, -3.5574], [-2.7145, -0.0168, -1.2589], [-1.8992, -1.0845, -0.9920], [-4.1993, 3.1779, -1.3446], [-3.5075, 1.7038, -0.4905], [-5.3558, 1.7576, -0.9127], [-5.5197, 3.0519, -4.1599], [-3.6114, -1.8838, -3.2435], [-1.7479, -1.1192, -3.7336], [-3.2764, -0.1928, -4.5698]]}

No. 2
{"formula": "C27H38MnN3SeSi3", "method": "the ωB97M-V functional and the def2-TZVPD basis", "homo_energy_ev": [-7.19, -7.11], "total_energy_ev": -153389.3035, "orbital_gap_ev": [7.485, 7.338], "s2": 6.239, "multiplicity": 5, "symbols": ["Mn", "C", "Si", "C", "C", "C", "C", "C", "C", "C", "Si", "C", "C", "H", "H", "H", "H", "H", "H", "H", "H", "H", "H", "H", "H", "H", "H", "H", "H", "C", "N", "C", "Se", "N", "C", "C", "C", "C", "C", "C", "H", "H", "H", "H", "H", "H", "H", "H", "C", "Si", "C", "C", "N", "C", "C", "C", "C", "C", "C", "H", "H", "H", "H", "H", "H", "H", "H", "H", "H", "H", "H", "H", "H"], "xyz": [[0.7649, 0.4680, 0.8798], [0.8365, 3.7352, -0.5393], [0.4978, 2.9031, 1.1177], [1.6795, 3.6557, 2.3791], [-1.2506, 3.3357, 1.6816], [-1.8050, 4.6166, 1.5849], [-3.0704, 4.8824, 2.0767], [-3.8057, 3.8678, 2.6825], [-3.2669, 2.5983, 2.7895], [-1.9920, 2.3147, 2.2888], [-1.1648, 0.6226, 2.3761], [-0.9876, 0.1658, 4.1945], [-2.3567, -0.6479, 1.5924], [0.3553, 4.7151, -0.5754], [0.4635, 3.1421, -1.3741], [1.9074, 3.8836, -0.6877], [1.4787, 4.7287, 2.4330], [2.7270, 3.5217, 2.1076], [1.5289, 3.2397, 3.3754], [-1.2432, 5.4202, 1.1210], [-3.4882, 5.8779, 1.9933], [-4.7966, 4.0734, 3.0677], [-3.8514, 1.8169, 3.2633], [-1.9765, -0.0140, 4.6229], [-0.5283, 0.9816, 4.7539], [-0.3783, -0.7264, 4.3443], [-3.0583, -0.1285, 0.9376], [-2.9323, -1.1592, 2.3678], [-1.8661, -1.4121, 0.9837], [-0.6467, -4.0358, 2.3804], [-0.2291, -3.6385, 1.0518], [0.7117, -2.7239, 0.7439], [1.6906, -1.7063, 1.9675], [0.8056, -2.6553, -0.5919], [-0.0809, -3.5466, -1.1771], [-0.3758, -3.8460, -2.4980], [-1.3421, -4.8100, -2.7150], [-1.9969, -5.4503, -1.6557], [-1.7070, -5.1479, -0.3378], [-0.7318, -4.1840, -0.1247], [-0.2562, -3.3104, 3.0905], [-0.2632, -5.0276, 2.6170], [-1.7347, -4.0365, 2.4214], [1.3544, -1.9347, -1.0482], [0.1188, -3.3425, -3.3134], [-1.6054, -5.0720, -3.7298], [-2.7504, -6.1943, -1.8742], [-2.2124, -5.6382, 0.4815], [3.4715, 1.6250, -2.7718], [3.1106, 0.4730, -1.3412], [3.9174, 1.1718, 0.2054], [3.9390, -1.1861, -1.6896], [1.4231, 0.3239, -1.0280], [0.4517, 0.1177, -1.9915], [0.7132, -0.4131, -3.2697], [-0.3029, -0.6318, -4.1863], [-1.6250, -0.3581, -3.8677], [-1.9046, 0.1744, -2.6157], [-0.8918, 0.4220, -1.7072], [4.5409, 1.8255, -2.8538], [2.9569, 2.5763, -2.6291], [3.1379, 1.2096, -3.7231], [4.8270, 0.6236, 0.4554], [3.2722, 1.1210, 1.0944], [4.1850, 2.2208, 0.0752], [4.9607, -1.0081, -2.0353], [3.4500, -1.7813, -2.4637], [4.0038, -1.7896, -0.7812], [1.7326, -0.6408, -3.5540], [-0.0561, -1.0283, -5.1639], [-2.4164, -0.5406, -4.5809], [-2.9240, 0.4205, -2.3466], [-1.1419, 0.8947, -0.7567]]}

No. 3
{"formula": "C45H57NO14", "method": "the ωB97M-V functional and the def2-TZVPD basis", "homo_energy_ev": -8.82, "total_energy_ev": -77745.8775, "orbital_gap_ev": 9.098, "multiplicity": 1, "symbols": ["C", "H", "H", "O", "C", "C", "C", "C", "H", "H", "H", "C", "C", "H", "H", "C", "O", "H", "C", "C", "H", "H", "H", "C", "H", "H", "H", "C", "O", "C", "O", "C", "C", "C", "C", "C", "C", "H", "H", "H", "H", "H", "C", "H", "C", "C", "H", "H", "O", "C", "C", "H", "H", "C", "H", "O", "C", "H", "H", "H", "C", "C", "H", "H", "H", "C", "O", "H", "O", "C", "O", "C", "H", "H", "H", "H", "H", "O", "C", "O", "C", "O", "H", "H", "C", "N", "C", "O", "O", "C", "C", "H", "H", "H", "C", "H", "H", "H", "C", "H", "H", "H", "H", "C", "C", "C", "C", "C", "C", "H", "H", "H", "H", "H", "H", "H", "H"], "xyz": [[1.1015, -0.0679, -4.8922], [1.9991, 0.5514, -4.8170], [1.3509, -1.0046, -5.4048], [0.5414, -0.3256, -3.6233], [1.4111, -1.0358, -2.7619], [0.7511, -1.8001, -1.6503], [-0.4926, -1.6250, -1.1902], [-1.5855, -0.8122, -1.8203], [-1.8225, 0.0555, -1.2045], [-1.3084, -0.4854, -2.8129], [-2.4848, -1.4258, -1.8837], [-0.9280, -2.2745, 0.1074], [0.2118, -2.5779, 1.0962], [0.1325, -3.6147, 1.4266], [0.0709, -1.9498, 1.9791], [1.6446, -2.3986, 0.5565], [2.4897, -3.3014, 1.2408], [2.6123, -3.0049, 2.1529], [1.6713, -2.7864, -0.9418], [3.1234, -2.8356, -1.4269], [3.1881, -3.2356, -2.4352], [3.6026, -1.8670, -1.3976], [3.6704, -3.5017, -0.7640], [1.1354, -4.2178, -1.1372], [0.0822, -4.3122, -0.9054], [1.6981, -4.8968, -0.5032], [1.2763, -4.5108, -2.1747], [2.1784, -0.9577, 0.8712], [3.5870, -0.9083, 0.6829], [4.3606, -1.0787, 1.7579], [3.9283, -1.3064, 2.8680], [5.8015, -0.9408, 1.4530], [6.2845, -0.8849, 0.1477], [7.6422, -0.7523, -0.0771], [8.5235, -0.6749, 0.9898], [8.0479, -0.7367, 2.2904], [6.6931, -0.8721, 2.5224], [6.3031, -0.9278, 3.5274], [8.7349, -0.6814, 3.1215], [9.5828, -0.5703, 0.8075], [8.0144, -0.7101, -1.0895], [5.6037, -0.9562, -0.6853], [1.5164, 0.2821, 0.2201], [0.5019, 0.0011, -0.0543], [1.3494, 1.3594, 1.3193], [-0.0035, 1.2002, 2.0386], [-0.4914, 0.2284, 2.0112], [-0.0039, 1.6008, 3.0552], [-0.5874, 2.1350, 1.1271], [0.7094, 2.6590, 0.7915], [0.8901, 3.0784, -0.6514], [1.7422, 3.7551, -0.7274], [-0.0065, 3.6271, -0.9427], [1.1186, 1.9064, -1.6148], [0.1727, 1.3693, -1.7758], [1.6038, 2.3642, -2.8614], [0.6630, 3.0739, -3.6283], [-0.2715, 2.5100, -3.7234], [1.1115, 3.2061, -4.6113], [0.4456, 4.0586, -3.2013], [2.1684, 0.9084, -1.0421], [3.4699, 1.6671, -0.7477], [3.3652, 2.3288, 0.1033], [4.2750, 0.9695, -0.5443], [3.7332, 2.2494, -1.6270], [2.4734, -0.0373, -2.2141], [3.5038, 0.0703, -2.8284], [0.9303, 3.5016, 1.4589], [2.5449, 1.4093, 2.0802], [2.7002, 2.1952, 3.1587], [1.8849, 2.9799, 3.5600], [4.0455, 1.9375, 3.7764], [4.1181, 0.8819, 4.0306], [4.1641, 2.5505, 4.6640], [4.8284, 2.1624, 3.0555], [2.0141, -0.8557, 1.9574], [-1.5008, -3.1904, -0.0970], [-1.8527, -1.3773, 0.7540], [-2.8839, -1.9226, 1.3957], [-3.1073, -3.1030, 1.4543], [-3.7894, -0.8487, 1.9916], [-3.1158, 0.3110, 2.3704], [-2.8380, 0.8067, 1.5872], [-4.2414, -1.2558, 2.9020], [-4.9060, -0.5669, 0.9349], [-5.7255, 0.5406, 1.3601], [-5.4513, 1.8520, 1.1215], [-6.0965, 2.7424, 1.6162], [-4.4333, 1.9852, 0.2537], [-4.0311, 3.2981, -0.2101], [-3.4861, 4.1189, 0.9565], [-2.6425, 3.6024, 1.4100], [-4.2610, 4.2639, 1.7039], [-3.1562, 5.0901, 0.5979], [-2.9172, 2.9995, -1.2153], [-3.2870, 2.3481, -2.0040], [-2.5659, 3.9262, -1.6599], [-2.0927, 2.5114, -0.7022], [-5.1996, 4.0045, -0.8957], [-5.6031, 3.3786, -1.6895], [-4.8579, 4.9423, -1.3249], [-5.9872, 4.2107, -0.1767], [-6.4004, 0.3738, 2.0905], [-5.7313, -1.8037, 0.6911], [-5.6784, -2.4467, -0.5378], [-6.4166, -3.5945, -0.7649], [-7.2211, -4.1100, 0.2356], [-7.2829, -3.4731, 1.4631], [-6.5408, -2.3288, 1.6907], [-6.5903, -1.8476, 2.6568], [-7.9072, -3.8723, 2.2485], [-7.7964, -5.0067, 0.0607], [-6.3622, -4.0869, -1.7245], [-5.0544, -2.0460, -1.3244], [-4.4149, -0.2559, 0.0062], [1.9799, -1.7462, -3.3812], [0.3375, 0.4625, -5.4572]]}